[1]
Density functional theory data (the ωB97M-V functional and the def2-TZVPD basis) for a cluster of 14 separate species, C104H124Cl4F6N16O4 in total at a distorted geometry.

```
258
Properties=species:S:1:pos:R:3:forces:R:3:mulliken_charge:R:1
C -8.647 8.297 0.427 -1.206 -2.265 1.453 -0.677
O -8.855 7.866 -0.934 -0.210 1.504 -0.138 -0.116
O -7.785 7.451 1.068 0.826 2.453 -0.340 -0.618
C -8.508 9.893 0.657 0.120 0.305 -1.898 0.608
F -8.223 10.261 1.936 1.089 -0.745 0.613 0.021
F -7.637 10.496 -0.179 1.947 -0.188 0.113 -0.064
F -9.563 10.693 0.436 -1.980 -0.760 -0.256 -0.389
C -10.215 7.462 -1.347 0.434 -0.165 -0.417 -0.454
C -10.377 7.116 -2.850 0.442 -0.337 1.630 -1.219
H -9.706 6.315 -3.163 0.190 0.198 -0.094 0.313
H -11.350 6.634 -2.758 -0.304 0.224 -0.878 0.399
H -10.345 7.968 -3.529 -0.125 -0.173 0.117 0.310
H -11.004 8.189 -1.155 0.434 0.562 0.437 0.348
H -10.489 6.569 -0.786 0.234 -0.064 0.205 0.382
H -9.597 8.227 0.956 -0.972 -0.234 -0.088 0.382
C -4.234 13.148 0.460 2.515 -0.613 -1.824 0.105
O -4.870 12.962 -0.847 -2.062 0.606 1.025 1.146
O -2.995 13.721 0.245 -2.012 0.751 1.698 -0.278
C -5.253 13.694 1.564 -0.281 -1.322 -0.777 -0.189
F -4.720 13.872 2.794 1.069 0.246 0.448 -0.125
F -5.817 14.829 1.226 -0.143 1.079 0.041 -0.151
F -6.295 12.829 1.848 0.596 0.093 -0.653 0.145
C -6.155 13.587 -1.123 -0.066 0.510 -1.762 0.731
C -6.583 13.165 -2.524 1.430 0.110 -0.531 -1.620
H -6.766 12.091 -2.554 -0.399 0.139 -0.179 0.216
H -7.335 13.778 -3.021 -0.691 -0.267 0.711 0.516
H -5.760 13.379 -3.205 0.498 -0.318 -0.054 0.118
H -6.013 14.668 -1.127 -0.033 0.150 0.194 0.096
H -7.044 13.369 -0.532 0.593 -0.449 1.011 -0.396
H -4.010 12.099 0.653 -0.568 -0.601 1.235 -0.671
C 3.177 18.866 1.476 0.173 -0.719 -0.069 -0.907
N 1.893 18.287 0.940 -1.363 0.173 3.227 0.133
C 0.711 18.539 1.656 3.507 1.189 -1.259 -1.075
C -0.489 18.325 1.079 -0.368 0.871 1.784 -0.234
C -0.544 17.611 -0.058 0.202 -1.225 -4.280 0.812
C 0.663 17.065 -0.625 0.012 0.762 0.895 -0.890
C 1.889 17.406 -0.056 -0.643 1.067 -0.526 -0.907
C -1.817 17.479 -0.872 -0.012 -1.126 -0.053 0.981
C -1.969 16.278 -1.576 -1.464 0.759 -0.237 -0.455
C -3.184 16.055 -2.233 -0.266 -0.054 -1.088 -0.795
N -4.231 16.912 -2.217 0.998 -0.250 0.757 0.541
C -4.102 18.048 -1.522 0.517 0.552 -0.158 -0.288
C -2.901 18.392 -0.924 -0.091 -0.548 1.033 -0.924
C -5.443 16.741 -3.029 -0.211 -1.001 -1.523 -0.951
H 3.092 19.715 2.155 -0.820 0.180 -0.466 0.337
H 3.777 19.163 0.616 0.126 -0.115 0.184 0.379
H 3.649 18.101 2.092 0.304 -0.192 -0.434 0.405
H 0.949 19.103 2.546 -0.607 0.207 0.020 0.590
H -1.349 18.799 1.529 -0.156 -0.177 -0.054 0.727
H 0.769 16.574 -1.582 -0.662 -0.246 -0.017 0.809
H 2.878 17.208 -0.443 -0.104 -0.338 -0.479 0.591
H -1.240 15.490 -1.697 0.092 0.137 0.257 0.147
H -3.278 15.249 -2.946 -0.065 -0.452 -0.066 0.370
H -4.973 18.685 -1.554 0.096 0.225 0.287 0.558
H -2.908 19.315 -0.364 0.261 0.206 -0.143 0.663
H -5.410 15.786 -3.553 0.427 -0.077 0.094 0.175
H -5.417 17.474 -3.835 -0.022 0.205 0.194 0.502
H -6.409 16.738 -2.524 0.494 0.473 0.764 0.344
C -3.320 -0.303 7.631 0.160 -0.305 -0.045 -0.878
N -3.971 0.910 7.024 1.519 -0.915 0.298 0.031
C -3.459 1.499 5.937 -0.679 0.204 -0.989 -0.388
C -4.038 2.653 5.438 0.146 0.334 0.815 -0.703
C -5.146 3.215 6.094 -0.348 -0.124 -0.451 1.230
C -5.668 2.533 7.185 0.346 0.365 0.170 -0.782
C -5.017 1.413 7.634 -1.215 0.008 0.791 -0.175
C -5.784 4.483 5.636 -0.186 1.688 0.666 1.190
C -6.418 5.331 6.577 -0.133 -0.021 -0.043 -0.810
C -6.922 6.605 6.256 -0.166 -1.926 0.493 -0.500
N -6.922 6.992 4.995 1.199 -1.612 -1.751 0.212
C -6.300 6.217 4.055 0.025 0.721 -0.034 -0.076
C -5.695 5.021 4.345 0.001 -0.684 0.522 -1.269
C -7.549 8.244 4.607 0.180 0.525 0.507 -0.565
H -3.630 -0.416 8.670 -0.419 0.027 -0.266 0.334
H -2.235 -0.218 7.692 -0.068 0.330 -0.509 0.390
H -3.602 -1.162 7.022 0.031 -0.036 0.181 0.371
H -2.708 0.986 5.355 0.427 -0.053 0.465 0.467
H -3.501 3.186 4.667 -0.249 -0.181 -0.327 0.399
H -6.484 2.869 7.808 -0.237 0.067 -0.341 0.368
H -5.385 0.890 8.505 0.114 -0.093 0.078 0.412
H -6.571 4.956 7.578 0.148 0.343 0.174 0.318
H -7.437 7.253 6.949 0.078 -0.091 0.240 0.546
H -6.250 6.640 3.063 -0.457 0.029 -0.303 0.702
H -5.190 4.456 3.575 -0.115 0.150 -0.261 0.535
H -8.494 8.258 5.150 0.004 0.524 -0.307 0.468
H -7.664 8.344 3.527 -0.155 -0.445 -0.070 -0.123
H -6.854 8.993 4.985 -0.546 0.473 0.037 0.164
C 2.087 12.142 1.816 -0.390 -1.086 -0.559 -1.042
N 1.149 12.147 0.640 -0.250 0.864 0.861 0.207
C 1.608 12.718 -0.489 -1.074 -1.317 -1.329 -0.577
C 0.861 12.528 -1.665 0.397 0.729 0.401 -0.777
C -0.359 11.865 -1.683 -1.532 -0.993 0.735 0.694
C -0.869 11.328 -0.465 2.146 2.004 2.506 -0.504
C -0.103 11.614 0.749 0.129 -1.264 -3.096 -0.621
C -1.161 11.693 -2.950 -0.572 -0.296 -0.090 0.406
C -2.581 11.810 -2.915 1.093 -0.254 -1.264 0.057
C -3.297 11.544 -4.099 2.029 1.001 -0.176 -1.091
N -2.585 11.380 -5.284 -2.064 -0.188 1.255 0.353
C -1.262 11.311 -5.308 0.493 -0.404 -0.072 -0.597
C -0.504 11.373 -4.144 -0.626 0.872 1.146 -0.738
C -3.356 11.345 -6.583 -0.184 0.128 0.203 -0.913
H 2.042 11.127 2.212 -0.057 0.115 0.262 0.420
H 1.831 12.867 2.589 -0.013 0.088 -0.299 0.283
H 3.105 12.228 1.436 -0.141 0.398 0.132 0.402
H 2.598 13.144 -0.412 -0.056 0.129 -0.390 0.555
H 1.142 12.927 -2.628 0.635 0.268 0.148 0.702
H -1.815 10.823 -0.329 -0.030 0.022 -0.378 0.787
H -0.293 11.208 1.732 -0.450 0.012 -0.093 0.689
H -3.016 12.258 -2.034 -0.617 -0.372 0.083 0.075
H -4.372 11.634 -4.146 0.063 -0.236 -0.290 0.520
H -0.842 11.153 -6.291 0.230 0.079 -0.020 0.532
H 0.571 11.322 -4.053 0.070 -0.347 -0.926 0.755
H -4.421 11.252 -6.371 0.211 -0.116 0.213 0.297
H -3.059 10.493 -7.195 0.210 0.088 0.214 0.373
H -3.186 12.302 -7.075 0.185 -0.008 0.008 0.372
C -6.788 14.872 6.397 -1.149 -0.996 0.409 -1.839
N -5.541 14.390 7.030 2.408 0.363 -1.252 0.418
C -5.500 13.680 8.190 0.126 1.071 -0.632 -0.035
C -4.286 13.401 8.835 0.878 -0.041 -0.778 -0.871
C -3.054 13.675 8.190 -3.619 0.806 -0.205 0.976
C -3.154 14.326 6.949 0.120 0.604 -0.842 -0.914
C -4.338 14.714 6.348 -1.658 -1.143 2.818 -1.019
C -1.760 13.453 8.747 4.033 -2.264 0.163 0.028
C -0.765 12.722 7.925 -3.266 2.660 0.562 -0.606
C 0.507 12.703 8.329 1.012 -1.767 0.413 -0.483
N 0.862 13.046 9.574 0.406 1.456 0.814 0.070
C 0.004 13.689 10.405 0.110 -2.265 -0.333 -0.313
C -1.316 13.812 10.034 -1.388 0.689 -1.174 -0.640
C 2.274 12.923 9.996 0.968 0.540 0.527 -0.948
H -7.617 14.385 6.912 0.070 0.123 0.229 0.493
H -6.930 14.502 5.381 0.698 -0.092 -0.055 0.362
H -6.926 15.953 6.414 0.632 -0.091 0.248 0.730
H -6.464 13.454 8.621 -0.039 -0.184 0.078 0.596
H -4.280 12.955 9.818 -0.286 -0.179 0.027 0.672
H -2.233 14.636 6.477 0.084 -0.017 -0.232 0.878
H -4.464 15.304 5.452 0.175 -0.149 -0.063 0.915
H -1.038 12.372 6.941 0.004 -0.121 0.020 0.569
H 1.233 12.170 7.733 0.399 0.189 0.110 0.586
H 0.327 13.804 11.429 0.184 0.550 0.017 0.480
H -2.023 14.278 10.704 0.101 0.102 0.258 0.556
H 2.937 13.238 9.190 -0.201 -0.117 -0.089 0.346
H 2.602 11.948 10.357 -0.612 -0.303 -0.271 0.334
H 2.442 13.608 10.826 -0.085 0.003 -0.068 0.411
C -9.491 18.932 -2.345 -0.409 0.707 -1.675 -0.909
N -10.862 18.716 -1.849 0.536 0.615 1.901 0.087
C -11.953 19.206 -2.454 -1.072 -1.008 -0.330 -0.283
C -13.206 18.754 -2.041 0.349 -0.056 1.697 -0.759
C -13.308 18.028 -0.827 -0.980 -0.089 -1.522 0.640
C -12.160 17.770 -0.108 1.032 -0.283 0.409 -0.780
C -10.922 18.083 -0.641 -1.112 0.120 -1.201 -0.207
C -14.684 17.474 -0.522 0.086 1.254 0.366 0.833
C -15.792 18.304 -0.582 -0.754 0.592 0.085 -0.596
C -17.063 17.817 -0.274 0.709 0.083 -0.464 -0.470
N -17.231 16.519 -0.014 -0.111 -0.069 -0.205 -0.055
C -16.196 15.661 -0.019 -0.451 0.956 1.220 -0.167
C -14.925 16.182 -0.153 0.726 -1.909 0.073 -0.715
C -18.622 16.084 0.255 -0.241 -0.512 -0.581 -0.789
H -9.168 17.947 -2.679 0.527 0.265 0.225 0.386
H -8.826 19.492 -1.687 -0.262 -0.662 0.551 0.344
H -9.586 19.581 -3.215 0.043 -0.224 -0.218 0.347
H -11.860 19.827 -3.333 0.345 -0.014 -0.078 0.405
H -14.149 18.975 -2.518 0.355 0.320 -0.599 0.678
H -12.149 17.286 0.858 -0.302 -0.132 0.018 0.616
H -9.962 17.797 -0.237 0.136 0.048 0.315 0.459
H -15.656 19.354 -0.796 -0.290 0.113 -0.045 0.550
H -17.996 18.360 -0.252 0.262 0.597 -0.091 0.510
H -16.470 14.674 0.326 0.436 -0.259 -0.345 0.361
H -14.087 15.528 0.041 -0.007 -0.281 -0.264 0.436
H -18.618 15.038 0.561 -0.063 0.265 0.297 0.255
H -19.160 16.133 -0.692 -0.067 0.042 0.006 0.411
H -19.095 16.767 0.961 0.169 -0.277 0.133 0.355
C -9.512 21.568 7.770 -0.032 0.742 -0.458 -0.868
N -9.371 20.323 6.948 0.656 -1.955 1.431 -0.015
C -9.702 20.214 5.662 -0.973 -1.000 -0.022 -0.251
C -9.696 18.954 4.973 0.278 2.167 1.888 -0.958
C -9.194 17.835 5.663 -1.434 0.693 -2.975 0.790
C -8.814 17.971 6.961 1.310 1.179 1.607 -0.097
C -8.918 19.189 7.611 -0.370 0.894 -1.035 -0.863
C -9.227 16.560 4.920 -0.054 -2.700 -0.837 1.133
C -9.794 15.380 5.473 0.752 1.821 0.783 -0.663
C -9.769 14.180 4.815 -0.692 1.077 0.003 -0.487
N -9.239 14.123 3.589 -0.728 -0.466 -1.419 0.521
C -8.777 15.192 2.892 -0.653 -0.659 2.750 -0.456
C -8.777 16.384 3.599 0.535 1.292 -1.008 -0.897
C -9.372 12.830 2.895 0.864 0.046 -0.508 -1.234
H -8.522 21.906 8.076 -0.086 -0.449 0.478 0.377
H -10.242 21.405 8.562 0.417 -0.223 0.175 0.380
H -9.882 22.426 7.209 -0.202 -0.419 -0.565 0.341
H -10.169 21.127 5.323 0.167 -0.049 -0.811 0.430
H -10.165 19.002 4.001 0.320 -0.541 -0.170 0.535
H -8.188 17.261 7.481 -0.668 -0.543 0.166 0.401
H -8.638 19.282 8.650 -0.011 0.304 0.019 0.499
H -10.229 15.482 6.456 -0.253 -0.421 0.095 0.709
H -10.369 13.372 5.206 0.567 -0.584 -0.152 0.453
H -8.423 14.984 1.893 0.082 0.516 -0.056 0.685
H -8.413 17.184 2.972 0.281 0.641 0.119 0.347
H -8.950 12.897 1.892 0.090 0.166 0.130 0.003
H -10.428 12.602 2.751 0.176 -0.455 0.576 0.477
H -8.717 12.185 3.481 -0.750 -0.747 -0.082 0.416
C -3.789 17.012 2.302 -1.399 0.838 -0.327 -1.309
N -2.522 16.965 2.998 1.767 -1.372 1.056 1.566
C -1.604 15.928 2.840 -0.185 1.386 0.173 -0.971
C -0.353 16.041 3.427 -2.009 -2.179 -0.962 -1.235
C -0.099 16.983 4.379 1.439 0.248 -0.888 1.463
C -1.018 17.948 4.624 -2.938 0.861 -0.095 -0.939
C -2.235 17.940 3.914 1.144 -0.584 0.907 -0.867
C 1.218 17.005 4.918 1.558 -0.069 1.537 0.813
C 1.915 18.209 5.183 1.100 -1.431 1.245 -0.747
C 3.115 18.083 5.894 -0.466 -1.869 0.111 -0.509
N 3.576 16.835 6.327 -0.448 2.140 -1.035 0.058
C 2.937 15.709 6.004 1.384 -0.365 0.403 -0.748
C 1.817 15.754 5.313 -3.065 1.402 -1.613 -0.843
C 4.758 16.788 7.180 0.258 0.690 -0.357 -0.805
H -4.640 16.734 2.923 0.158 -0.035 0.388 0.305
H -3.923 16.404 1.407 0.884 -0.072 -0.012 -0.226
H -3.917 18.070 2.072 -0.377 -0.127 -0.383 0.597
H -1.891 15.080 2.238 -0.309 -0.002 -0.637 0.529
H 0.359 15.252 3.236 0.031 0.018 -0.204 0.896
H -0.907 18.598 5.480 -0.006 0.472 -0.234 0.719
H -3.006 18.638 4.205 -0.180 0.134 -0.500 0.649
H 1.598 19.228 5.016 -0.365 -0.092 -0.375 0.589
H 3.687 18.956 6.172 0.238 -0.100 0.154 0.511
H 3.319 14.726 6.235 0.628 0.295 0.596 0.550
H 1.261 14.840 5.166 0.050 -0.038 -0.193 0.478
H 5.472 16.065 6.785 -0.090 -0.103 0.303 0.382
H 4.380 16.584 8.182 0.656 0.084 0.117 0.351
H 5.171 17.787 7.040 0.487 -0.250 0.830 0.295
C -3.897 11.477 5.300 1.403 -0.804 0.075 -1.088
N -3.919 10.675 4.050 -1.243 0.259 -0.014 0.756
C -5.113 10.510 3.417 0.616 0.950 0.384 -0.451
C -5.214 9.780 2.270 -0.063 -0.120 -0.245 0.721
C -4.076 9.170 1.750 -0.009 -0.325 0.352 1.257
C -2.910 9.227 2.488 0.798 0.406 1.042 -0.828
C -2.827 10.018 3.630 -0.350 -0.763 -0.794 -0.608
C -4.220 8.338 0.560 -0.861 -2.162 -0.609 0.268
C -4.902 8.843 -0.516 -1.365 -0.966 -0.914 -0.106
C -5.544 7.970 -1.440 1.725 -2.078 0.833 -1.520
N -5.344 6.562 -1.372 0.485 4.056 2.901 0.409
C -4.595 6.067 -0.314 -0.563 1.133 -1.169 -0.690
C -4.050 6.914 0.643 0.131 1.339 -0.438 -0.958
C -6.156 5.749 -2.253 0.440 -0.078 -0.654 -0.725
H -3.426 10.783 5.996 -0.057 0.292 0.492 0.575
H -4.859 11.780 5.714 -0.396 -0.310 -0.601 -0.049
H -3.228 12.326 5.163 -0.150 0.022 -0.176 0.447
H -5.913 11.078 3.869 -0.399 -0.228 0.051 -0.120
H -6.180 9.609 1.818 -0.069 0.042 -0.125 -0.611
H -2.072 8.594 2.236 0.219 0.173 -0.198 0.788
H -1.928 10.047 4.229 -0.052 0.184 0.120 0.691
H -5.152 9.893 -0.536 -0.038 0.135 -0.368 0.616
H -6.150 8.351 -2.249 -0.163 -0.209 -0.208 0.681
H -4.468 4.994 -0.310 -0.041 -0.041 0.119 0.504
H -3.459 6.581 1.483 -0.148 -0.673 -0.065 0.594
H -5.672 5.875 -3.221 -0.302 -0.368 -0.358 0.325
H -7.138 6.221 -2.276 -0.133 -0.443 0.063 0.206
H -6.128 4.718 -1.899 -0.281 0.152 -0.208 0.394
Cl -7.350 17.827 0.668 -0.024 -0.263 0.156 -0.689
Cl -5.288 8.446 -4.960 0.205 0.317 0.686 -0.516
Cl -7.564 11.397 6.179 0.623 0.681 -0.271 -0.625
Cl -2.743 14.954 -5.745 -0.124 -0.277 1.035 -0.607
```
Forces are in eV/Å.

M, g mol⁻¹: 1918.04
E, eV: -208154.4870
Total charge: +10


[2]
Density functional theory data (the ωB97M-V functional and the def2-TZVPD basis) for a structure of composition C11H17B2N7Pd at a distorted geometry.

```
38
Properties=species:S:1:pos:R:3:forces:R:3:mulliken_spin:R:1
H 0.280 0.384 2.582 -0.048 0.149 0.325 0.003
N -0.496 -0.884 1.102 1.579 -0.300 1.394 0.052
B -0.876 -2.880 -0.437 0.465 -0.923 -0.557 0.002
N -0.503 -2.277 0.965 -1.735 2.183 0.187 -0.002
C -0.194 -2.848 2.148 0.295 0.687 0.019 0.007
Pd -2.129 0.933 0.591 1.095 -2.368 -0.731 0.854
H -0.305 -3.915 2.318 0.282 0.254 -0.289 0.000
C 0.201 -1.851 3.042 -0.046 0.652 -0.522 0.002
H 0.518 -1.929 4.070 0.039 -0.256 -0.133 0.001
C 0.058 -0.634 2.326 -1.341 -1.866 -1.197 0.003
H -1.049 -4.053 -0.299 -0.138 -0.277 0.119 0.000
C 1.604 2.780 -0.086 -0.491 -2.502 -0.728 0.566
H 1.092 3.445 0.606 -1.643 -1.468 -0.284 0.027
H 1.594 2.891 -1.180 -0.654 -0.125 0.565 0.001
H 2.313 2.018 0.296 -0.994 0.280 -0.083 0.013
N 0.383 -2.683 -1.376 -1.284 1.305 -0.950 -0.001
N -2.209 -2.261 -1.054 -0.223 3.191 1.001 0.001
N 0.567 -1.367 -1.741 2.074 -0.856 0.851 -0.003
N -2.273 -0.866 -1.113 -0.903 0.457 -0.360 0.053
C 1.360 -3.479 -1.885 0.504 0.989 -0.181 0.000
C -3.428 -2.731 -1.386 -0.220 0.460 -0.467 0.017
H 1.289 -4.561 -1.817 0.132 0.323 0.119 0.000
H -3.606 -3.804 -1.319 -0.083 0.417 -0.287 0.001
C 2.323 -2.636 -2.490 -1.118 -0.021 0.766 0.000
C -4.265 -1.662 -1.775 0.249 0.882 0.197 -0.004
C 1.795 -1.333 -2.294 -1.220 -0.890 0.129 0.001
C -3.503 -0.473 -1.586 2.550 -3.283 1.281 0.012
H 3.235 -2.872 -3.021 -0.136 -0.228 0.232 0.000
H -5.282 -1.600 -2.137 0.099 -0.735 0.094 -0.001
H 2.243 -0.372 -2.464 0.061 0.106 -0.519 0.000
H -3.554 0.599 -1.666 -0.893 0.046 -0.500 0.005
H 2.298 3.683 0.104 2.886 3.122 0.633 0.055
B 1.521 6.580 2.103 -0.997 1.221 1.012 0.005
C 2.187 5.534 1.319 1.551 -2.528 -2.038 0.113
N 2.739 4.689 0.690 0.124 1.818 0.828 0.164
H 2.384 7.359 2.460 -0.178 -0.052 0.036 0.029
H 0.994 5.986 3.030 0.151 0.149 -0.017 0.011
H 0.694 7.095 1.372 0.208 -0.015 0.057 0.010
```
Forces are in eV/Å.

M, g mol⁻¹: 375.35
Expectation value of S²: 2.01
Spin multiplicity: 3
Total charge: 0
Relative energy (zero: lowest compared OMol25 entry of this formula, charge and spin), kcal per mole: 52.02